<w>
The following is a quantum chemistry calculation of an isolated molecule of C3H2N2S2, from OMol25.

Values from the calculation:
**HOMO energy**: -0.3238 Ha
**SMILES string**: c1cn2ssc2n1
**Orbital gap**: 8.2 eV

Each line ends with the natural charge from an NBO analysis.
Cartesian coordinates (Å):
C  -0.195  0.487  0.637  -0.076
C  -0.398  0.126  -0.611  -0.118
N  -1.331  1.083  -1.038  -0.496
S  -2.588  1.598  -2.182  0.332
S  -2.970  2.891  -0.547  0.162
C  -1.575  1.918  0.044  0.216
N  -0.987  1.506  1.105  -0.461
H  0.373  -0.111  1.236  0.202
H  -0.124  -0.849  -0.956  0.239

<x>
The following is a quantum chemistry calculation of an isolated molecule of C3H2N2S2, from OMol25.

Values from the calculation:
**HOMO energy**: -0.3359 Ha
**SMILES string**: [H]/N=C1\N=CSC1=S
**Orbital gap**: 7.5 eV

Each line ends with the natural charge from an NBO analysis.
Cartesian coordinates (Å):
H  1.200  -1.318  -1.801  0.355
N  1.352  -1.193  -0.827  -0.515
C  0.502  -0.391  -0.329  0.298
N  -0.502  0.323  -1.038  -0.462
C  -1.298  0.959  -0.276  -0.036
S  -0.951  0.966  1.427  0.351
C  0.467  -0.077  1.165  -0.370
S  1.433  -0.751  2.313  0.154
H  -2.202  1.483  -0.632  0.226

Top of the stability list: <x>, leading by 0.0412 hartree.

<w>
The following is a quantum chemistry calculation of an isolated molecule of C4H9N3S, from OMol25.

Values from the calculation:
**HOMO energy**: -0.2839 Ha
**SMILES string**: [H]/N=C/N/C(C)=N/SC
**Orbital gap**: 8.5 eV

Each line ends with the natural charge from an NBO analysis.
Cartesian coordinates (Å):
H  -4.613  -0.089  -0.278  0.342
N  -3.799  -0.796  -0.078  -0.657
C  -2.820  -0.043  0.019  0.270
N  -1.521  -0.561  0.013  -0.602
C  -0.396  0.197  0.008  0.431
C  -0.407  1.678  -0.035  -0.726
N  0.683  -0.458  0.261  -0.645
S  2.151  0.381  -0.040  0.371
C  3.208  -0.982  -0.050  -0.800
H  -2.831  0.999  0.295  0.157
H  -1.386  -1.616  -0.097  0.432
H  -1.266  2.380  -0.155  0.238
H  0.276  1.984  -0.789  0.249
H  0.084  1.849  0.983  0.253
H  3.070  -1.625  0.827  0.231
H  4.264  -0.678  -0.247  0.241
H  2.935  -1.691  -0.927  0.215

<x>
The following is a quantum chemistry calculation of a cluster of 2 separate species, C4H9N3S in total, from OMol25.

Values from the calculation:
**HOMO energy**: -0.3114 Ha
**Orbital gap**: 9.2 eV

Each line ends with the natural charge from an NBO analysis.
Cartesian coordinates (Å):
C  0.654  0.055  1.646  -0.448
C  -0.407  -0.708  1.462  -0.363
C  1.517  -1.367  -1.328  -0.435
C  -2.036  1.275  0.573  -0.808
N  0.167  1.514  -2.503  -0.146
N  0.645  0.659  -1.888  0.253
N  1.255  -0.019  -1.144  -0.300
S  -2.106  -0.470  0.885  0.275
H  0.577  1.167  1.508  0.212
H  1.541  -0.451  2.006  0.219
H  -0.401  -1.809  1.937  0.214
H  0.703  -1.995  -0.964  0.218
H  1.740  -1.437  -2.470  0.194
H  2.555  -1.544  -0.843  0.220
H  -3.090  1.594  0.258  0.239
H  -1.518  1.506  -0.402  0.228
H  -1.795  2.029  1.265  0.226

Top of the stability list: <w>, leading by 0.0991 hartree.

<w>
The following is a quantum chemistry calculation of a cluster of 2 separate species, C4H12NO2 in total, from OMol25.

Values from the calculation:
**HOMO energy**: -0.1047 Ha
**Total charge**: -1
**Orbital gap**: 6.9 eV

Each line ends with the natural charge from an NBO analysis.
Cartesian coordinates (Å):
C  -0.122  1.412  -1.147  -0.631
C  -0.320  1.047  0.343  -0.036
C  -1.846  1.119  0.563  -0.620
N  0.256  -0.269  0.706  -0.723
C  -0.093  -1.383  -0.350  0.146
O  -1.355  -1.660  -0.564  -0.930
H  -0.701  0.722  -1.755  0.234
H  -0.498  2.422  -1.326  0.187
H  0.945  1.401  -1.388  0.196
H  0.099  1.813  1.004  0.161
H  -2.445  0.516  -0.111  0.245
H  -2.102  0.832  1.590  0.185
H  -2.143  2.176  0.457  0.164
H  -0.136  -0.577  1.587  0.347
H  0.456  -0.997  -1.230  0.054
H  0.540  -2.228  0.032  0.073
H  3.026  -0.736  -0.432  0.448
H  2.062  -0.067  0.492  0.499
O  2.979  -0.432  0.482  -0.998

<x>
The following is a quantum chemistry calculation of a cluster of 2 separate species, C4H12NO2 in total, from OMol25.

Values from the calculation:
**HOMO energy**: -0.1338 Ha
**Total charge**: -1
**Orbital gap**: 7.6 eV

Each line ends with the natural charge from an NBO analysis.
Cartesian coordinates (Å):
C  0.145  0.257  -1.729  -0.417
N  0.108  -0.832  -0.779  -0.670
C  2.055  -0.049  0.537  -0.621
C  0.584  -0.478  0.561  -0.077
C  -0.247  0.575  1.321  -0.065
O  -1.513  0.126  1.726  -0.785
H  1.164  0.639  -1.859  0.161
H  -0.539  1.070  -1.470  0.179
H  -0.177  -0.122  -2.690  0.189
H  -0.891  -1.059  -0.702  0.432
H  2.515  -0.068  1.531  0.196
H  2.610  -0.692  -0.145  0.207
H  2.153  0.985  0.199  0.189
H  0.520  -1.379  1.155  0.184
H  0.293  0.922  2.201  0.144
H  -0.316  1.476  0.674  0.133
H  -2.021  -0.135  0.881  0.534
H  -3.608  -0.644  -0.989  0.429
O  -2.833  -0.591  -0.423  -1.342

<y>
The following is a quantum chemistry calculation of a structure of composition C4H12NO2, from OMol25.

Values from the calculation:
**HOMO energy**: -0.1195 Ha
**Total charge**: -1
**Orbital gap**: 7.0 eV

Each line ends with the natural charge from an NBO analysis.
Cartesian coordinates (Å):
C  0.637  1.042  1.102  -0.434
N  0.505  1.989  -0.451  -0.589
C  -0.292  1.554  -1.543  0.070
O  -0.928  0.284  -1.476  -0.788
C  -0.376  -0.064  1.517  -0.413
C  -0.101  -1.503  1.006  -0.660
H  1.649  0.888  1.616  0.215
H  0.267  1.945  1.628  0.252
H  1.068  0.835  -0.040  0.377
H  -1.127  2.234  -1.596  0.130
H  0.299  1.759  -2.463  0.119
H  -1.306  0.252  1.074  0.228
H  -0.409  -0.168  2.606  0.188
H  -0.323  -1.706  -0.038  0.306
H  0.853  -1.967  1.202  0.186
H  -0.628  -2.229  1.669  0.180
H  -0.371  -0.546  -1.654  0.529
H  0.753  -2.278  -2.219  0.398
O  -0.170  -2.323  -1.939  -1.293

<z>
The following is a quantum chemistry calculation of a cluster of 2 separate species, C4H12NO2 in total, from OMol25.

Values from the calculation:
**HOMO energy**: -0.0977 Ha
**Total charge**: -1
**Orbital gap**: 6.4 eV

Each line ends with the natural charge from an NBO analysis.
Cartesian coordinates (Å):
C  0.591  -1.229  1.103  0.037
O  1.496  -2.064  1.760  -0.937
C  0.992  -0.542  -0.365  -0.483
C  -0.143  0.269  -0.950  -0.396
C  0.363  1.279  -2.169  -0.218
N  0.057  2.695  -1.904  -0.827
H  -0.642  -1.521  0.955  -0.019
H  0.364  -0.421  1.686  0.085
H  1.932  0.109  -0.228  0.175
H  1.241  -1.502  -0.794  0.212
H  -0.965  -0.236  -1.356  0.195
H  -0.528  0.968  -0.082  0.164
H  -0.147  0.726  -3.065  0.169
H  1.483  1.340  -2.260  0.167
H  -0.001  2.666  -0.898  0.344
H  0.993  3.091  -1.844  0.333
H  -2.780  -2.175  2.908  0.467
H  -1.689  -1.726  3.731  0.478
O  -2.617  -1.726  3.773  -0.946

Top of the stability list: <x>, leading by 0.0071 hartree.

<w>
The following is a quantum chemistry calculation of a cluster of 2 separate species, C4H12NO2 in total, from OMol25.

Values from the calculation:
**HOMO energy**: -0.1053 Ha
**Total charge**: -1
**Orbital gap**: 7.0 eV

Each line ends with the natural charge from an NBO analysis.
Cartesian coordinates (Å):
C  0.344  -1.096  0.598  -0.029
O  1.453  -0.705  1.238  -0.964
C  -0.301  0.023  -0.241  -0.086
C  0.546  0.270  -1.497  -0.402
C  -0.197  0.872  -2.680  -0.605
N  -0.278  1.261  0.552  -0.878
H  -0.463  -1.350  1.361  0.033
H  0.370  -2.107  0.125  0.095
H  -1.329  -0.191  -0.565  0.153
H  1.043  -0.661  -1.799  0.187
H  1.424  0.874  -1.226  0.208
H  -0.958  0.173  -3.043  0.180
H  -0.785  1.723  -2.335  0.203
H  0.443  1.152  -3.513  0.188
H  0.599  1.143  1.066  0.391
H  -1.007  1.206  1.260  0.337
H  -0.586  -1.446  4.005  0.450
H  0.030  -0.600  2.898  0.514
O  -0.348  -0.540  3.800  -0.977

<x>
The following is a quantum chemistry calculation of a cluster of 2 separate species, C4H12NO2 in total, from OMol25.

Values from the calculation:
**HOMO energy**: -0.1188 Ha
**Total charge**: -1
**Orbital gap**: 7.4 eV

Each line ends with the natural charge from an NBO analysis.
Cartesian coordinates (Å):
N  1.928  1.866  0.732  -0.902
C  1.028  1.636  1.929  0.163
O  0.442  0.446  1.971  -0.931
H  2.570  2.626  0.928  0.319
H  2.465  1.004  0.670  0.343
H  1.676  1.844  2.828  0.044
H  0.297  2.491  1.899  0.062
C  -1.058  -2.183  -1.638  -0.616
C  -0.956  -1.152  -0.507  0.114
C  -0.966  0.284  -1.004  -0.650
O  0.223  -1.441  0.232  -0.803
H  -1.122  -3.184  -1.223  0.203
H  -0.233  -2.005  -2.337  0.196
H  -1.958  -1.973  -2.240  0.178
H  -1.831  -1.333  0.161  0.126
H  -1.844  0.431  -1.652  0.174
H  -0.072  0.457  -1.607  0.202
H  -0.857  0.912  -0.120  0.255
H  0.268  -0.725  0.979  0.523

<y>
The following is a quantum chemistry calculation of a cluster of 2 separate species, C4H12NO2 in total, from OMol25.

Values from the calculation:
**HOMO energy**: -0.1032 Ha
**Total charge**: -1
**Orbital gap**: 6.7 eV

Each line ends with the natural charge from an NBO analysis.
Cartesian coordinates (Å):
C  0.576  -0.529  1.886  -0.005
O  -0.249  -1.511  2.233  -0.930
C  0.246  0.050  0.377  -0.094
C  -0.354  1.440  0.535  -0.412
C  -0.538  2.165  -0.828  -0.619
N  -0.681  -0.890  -0.209  -0.914
H  1.666  -0.795  1.781  0.060
H  0.545  0.371  2.552  0.071
H  1.232  0.105  -0.109  0.139
H  0.301  2.032  1.158  0.197
H  -1.392  1.244  0.813  0.197
H  0.175  1.842  -1.597  0.201
H  -1.467  1.814  -1.301  0.187
H  -0.707  3.247  -0.782  0.186
H  -1.616  -0.517  -0.219  0.331
H  -0.709  -1.640  0.510  0.410
H  0.561  -3.425  -2.453  0.462
H  1.064  -2.133  -1.893  0.496
O  1.348  -2.871  -2.455  -0.963

Top of the stability list: <x>, leading by 0.0066 hartree.

<w>
The following is a quantum chemistry calculation of an isolated molecule of C3H3NO3, from OMol25.

Values from the calculation:
**HOMO energy**: -0.3360 Ha
**SMILES string**: Oc1cc(O)on1
**Orbital gap**: 9.5 eV

Each line ends with the natural charge from an NBO analysis.
Cartesian coordinates (Å):
O  1.115  -0.709  -1.977  -0.614
C  0.662  -0.398  -0.825  0.460
C  -0.608  0.145  -0.498  -0.488
C  -0.584  0.288  0.880  0.616
O  -1.196  0.887  1.937  -0.640
O  0.504  -0.358  1.434  -0.297
N  1.213  -0.875  0.315  -0.263
H  1.864  -1.242  -1.685  0.499
H  -1.325  0.527  -1.129  0.232
H  -1.645  1.733  1.547  0.496

<x>
The following is a quantum chemistry calculation of an isolated molecule of C3H3NO3, from OMol25.

Values from the calculation:
**HOMO energy**: -0.3916 Ha
**SMILES string**: [H]/N=C(\C=O)OC=O
**Orbital gap**: 10.1 eV

Each line ends with the natural charge from an NBO analysis.
Cartesian coordinates (Å):
H  0.041  0.793  -1.855  0.368
N  -0.017  0.108  -1.118  -0.671
C  0.055  0.527  0.076  0.448
C  0.277  1.970  0.485  0.364
O  0.289  2.379  1.613  -0.440
O  -0.069  -0.405  1.034  -0.505
C  -0.411  -1.609  0.317  0.663
O  0.360  -2.487  0.137  -0.489
H  0.436  2.633  -0.390  0.123
H  -1.473  -1.587  0.045  0.139

<y>
The following is a quantum chemistry calculation of an isolated molecule of C3H3NO3, from OMol25.

Values from the calculation:
**HOMO energy**: -0.3919 Ha
**SMILES string**: [H]/N=C(/C=O)OC=O
**Orbital gap**: 10.3 eV

Each line ends with the natural charge from an NBO analysis.
Cartesian coordinates (Å):
H  -0.223  1.820  -0.642  0.360
N  -1.025  1.238  -0.454  -0.613
C  -0.793  0.030  -0.198  0.446
C  -1.983  -0.867  -0.020  0.367
O  -1.899  -2.040  0.229  -0.460
O  0.365  -0.688  -0.178  -0.516
C  1.616  -0.179  0.001  0.657
O  1.961  0.549  0.877  -0.509
H  -2.923  -0.309  -0.169  0.140
H  2.273  -0.585  -0.765  0.128

Top of the stability list: <y>, leading by 0.0076 hartree.

<w>
The following is a quantum chemistry calculation of an isolated molecule of C3H3NO3, from OMol25.

Values from the calculation:
**HOMO energy**: -0.3940 Ha
**SMILES string**: O=C1COC(=O)N1
**Orbital gap**: 10.9 eV

Each line ends with the natural charge from an NBO analysis.
Cartesian coordinates (Å):
O  -2.086  -0.666  -0.191  -0.525
C  -0.932  -0.338  -0.188  0.638
C  -0.373  1.020  0.014  -0.192
O  0.952  0.991  0.039  -0.444
C  1.314  -0.270  -0.050  0.865
O  2.480  -0.686  -0.227  -0.572
N  0.199  -1.078  0.317  -0.675
H  -0.979  1.497  0.954  0.235
H  -0.577  1.724  -0.860  0.219
H  0.002  -2.194  0.192  0.451

<x>
The following is a quantum chemistry calculation of a cluster of 2 separate species, C3H3NO3 in total, from OMol25.

Values from the calculation:
**HOMO energy**: -0.3390 Ha
**Orbital gap**: 9.7 eV

Each line ends with the natural charge from an NBO analysis.
Cartesian coordinates (Å):
C  3.431  -1.452  -0.039  0.499
C  0.388  0.307  -0.022  0.099
C  0.999  1.561  -0.132  0.283
N  -0.553  -0.294  0.522  -0.231
O  2.038  1.879  0.399  -0.553
O  4.344  -0.772  0.028  -0.499
O  -0.775  -1.709  0.276  -0.605
H  -0.733  -1.952  -0.640  0.476
H  0.434  2.055  -1.005  0.124
H  -1.319  -0.250  1.220  0.407

Top of the stability list: <w>, leading by 0.1412 hartree.

<w>
The following is a quantum chemistry calculation of an isolated molecule of C3H3NO3, from OMol25.

Values from the calculation:
**HOMO energy (alpha / beta)**: -0.3334 / -0.3334 Ha
**Orbital gap (alpha / beta)**: 8.5 / 8.5 eV

Each line ends with the natural charge from an NBO analysis.
Cartesian coordinates (Å):
N  -0.596  1.281  -0.691  -0.728
C  -0.530  0.081  -0.291  0.668
O  0.547  -0.795  -0.187  -0.507
C  1.794  -0.313  0.034  0.658
O  2.115  0.836  0.140  -0.554
C  -1.703  -0.467  0.812  0.196
O  -1.717  -0.734  -0.463  -0.403
H  0.326  1.706  -0.702  0.386
H  2.482  -1.168  0.102  0.135
H  -2.718  -0.427  1.247  0.149

<x>
The following is a quantum chemistry calculation of an isolated molecule of C3H3NO3, from OMol25.

Values from the calculation:
**HOMO energy**: -0.3861 Ha
**SMILES string**: [H]/N=C(/C=O)OC=O
**Orbital gap**: 10.8 eV

Each line ends with the natural charge from an NBO analysis.
Cartesian coordinates (Å):
H  -0.371  1.480  -1.967  0.355
N  -1.038  1.118  -1.283  -0.583
C  -0.455  0.361  -0.468  0.437
C  -1.274  -0.300  0.639  0.368
O  -2.159  -1.064  0.361  -0.460
O  0.907  0.089  -0.630  -0.514
C  1.642  -0.473  0.356  0.655
O  1.261  -0.721  1.465  -0.552
H  -1.045  0.009  1.671  0.154
H  2.651  -0.656  -0.033  0.139

<y>
The following is a quantum chemistry calculation of an isolated molecule of C3H3NO3, from OMol25.

Values from the calculation:
**HOMO energy (alpha / beta)**: -0.3231 / -0.3237 Ha
**SMILES string**: [H]/N=C(/C=O)OC=O
**Orbital gap (alpha / beta)**: 8.1 / 8.1 eV

Each line ends with the natural charge from an NBO analysis.
Cartesian coordinates (Å):
H  -0.904  0.808  -2.110  0.352
N  -1.099  1.000  -1.137  -0.539
C  -0.306  0.411  -0.298  0.394
C  -1.271  -0.192  0.621  0.268
O  -2.332  -0.162  -0.005  -0.416
O  1.053  0.351  -0.468  -0.486
C  1.812  -0.394  0.372  0.651
O  1.397  -0.997  1.320  -0.549
H  -1.207  -0.481  1.667  0.185
H  2.857  -0.343  0.038  0.140

Top of the stability list: <x>, leading by 0.0938 hartree.